No. 1
Molecular formula: C14H27BrCl10N4O3PS
Method: DFT, ωB97M-V with the def2-TZVPD basis set

As for the net charge: +1.

Last column: Löwdin charge in e.
CARTESIAN COORDINATES (ANGSTROEM)
O  5.37421  -1.15870  2.26771  0.08
C  5.45241  -0.31578  1.47015  -0.77
Br  7.10140  0.72397  1.38095  0.79
C  4.25144  -0.03527  0.49617  -0.04
N  3.52425  1.18731  0.89793  -0.01
N  4.05813  2.28343  1.46428  0.10
C  3.02729  3.12295  1.68760  -0.06
N  1.85765  2.61294  1.27677  0.17
C  2.18419  1.38498  0.75427  -0.34
N  1.30528  0.53828  0.19997  0.00
P  -0.43155  0.77499  0.05822  0.20
O  -0.91178  -0.23871  -1.16138  -0.24
O  -1.08970  0.15452  1.42872  -0.21
S  -0.98729  2.53741  -0.39554  0.34
H  3.52980  -0.87136  0.65181  0.13
H  4.56151  -0.02372  -0.57036  0.15
H  5.03209  2.50035  1.69630  0.04
H  3.16019  4.10848  2.15462  0.14
H  1.67729  -0.35169  -0.13477  0.12
H  -0.26552  -0.96257  -1.28693  0.06
H  -0.35027  0.05152  2.06062  0.07
Cl  -4.72091  -3.38668  -4.39241  0.56
C  -4.12426  -2.34234  -3.07755  -0.66
C  -2.82640  -1.66017  -3.43650  -0.65
Cl  -1.46659  -2.81478  -3.54879  0.54
H  -4.02205  -2.95349  -2.18206  0.07
H  -4.89478  -1.59394  -2.89301  0.07
H  -2.56550  -0.93732  -2.66514  0.03
H  -2.89959  -1.13328  -4.38648  0.08
Cl  6.08745  4.43035  2.60388  0.59
C  5.96982  6.20692  2.41977  -0.62
C  6.15482  6.92217  3.73532  -0.65
Cl  4.79304  6.63592  4.84542  0.56
H  5.00562  6.43777  1.96985  0.07
H  6.75085  6.50395  1.72058  0.08
H  6.20583  7.99731  3.56396  0.08
H  7.07115  6.61228  4.23545  0.07
Cl  1.81325  -1.58854  4.39630  0.53
C  3.29075  -2.56699  4.17022  -0.69
C  3.20606  -3.90230  4.87116  -0.66
Cl  3.22778  -3.73081  6.64183  0.56
H  4.13806  -1.98263  4.52313  0.06
H  3.40524  -2.71856  3.09770  0.05
H  4.06697  -4.51426  4.60097  0.08
H  2.30240  -4.44355  4.59452  0.07
Cl  -5.95816  -4.68401  -9.29284  0.54
C  -6.76611  -4.39484  -7.73160  -0.67
C  -7.58103  -5.58454  -7.28168  -0.67
Cl  -9.00820  -5.85151  -8.31328  0.54
H  -7.38187  -3.50234  -7.83085  0.07
H  -5.98086  -4.18799  -7.00346  0.03
H  -7.94970  -5.41645  -6.26934  0.07
H  -6.98853  -6.49808  -7.28170  0.07
Cl  -3.98742  1.13591  -0.61651  0.54
C  -5.24262  1.03159  0.64823  -0.64
C  -5.11015  2.13099  1.67586  -0.65
Cl  -3.65380  1.94067  2.68349  0.55
H  -5.17930  0.04543  1.10540  0.07
H  -6.20598  1.11294  0.14474  0.07
H  -5.96608  2.10857  2.35051  0.08
H  -5.07021  3.11327  1.20778  0.07

Cartesian forces, eV/Å:
O -0.2 -1.1 1.0
C -0.3 0.8 -1.0
Br -0.6 0.1 -0.4
C 0.2 0.1 0.1
N -0.3 -1.9 -1.2
N -1.0 1.8 0.7
C -0.6 -0.5 -0.3
N 1.4 -0.8 -0.1
C 0.4 2.4 1.2
N -0.1 -1.4 -0.2
P -2.8 1.0 -0.9
O 2.1 0.2 1.8
O 2.1 0.1 -1.3
S 0.7 -0.4 0.4
H 0.7 0.5 0.0
H 0.0 0.3 0.7
H -0.1 -0.6 -0.4
H 0.0 -0.7 -0.3
H -0.1 0.4 0.2
H -0.7 -0.1 -0.2
H -0.7 -0.1 0.2
Cl 0.0 -0.1 0.0
C 0.0 0.1 0.1
C -0.2 0.3 0.1
Cl 0.1 0.0 0.1
H 0.0 0.0 -0.1
H 0.1 0.0 -0.1
H -0.1 -0.1 0.0
H 0.0 -0.2 0.0
Cl 0.1 -0.2 0.1
C 0.0 0.5 -0.2
C 0.1 0.0 0.1
Cl 0.0 -0.1 0.0
H 0.0 -0.1 0.1
H 0.0 -0.1 0.1
H 0.0 -0.1 -0.1
H -0.1 0.0 0.0
Cl 0.0 0.1 -0.1
C 0.2 -0.2 -0.1
C 0.0 -0.1 0.0
Cl 0.0 0.0 0.0
H -0.1 0.0 0.1
H 0.0 -0.1 0.1
H 0.0 0.1 0.0
H 0.0 0.1 0.0
Cl 0.0 0.0 0.0
C 0.0 0.1 0.1
C 0.0 0.0 0.2
Cl 0.0 0.0 0.0
H 0.0 -0.1 -0.1
H 0.0 -0.1 0.0
H 0.0 0.1 -0.1
H 0.0 0.1 -0.1
Cl -0.2 -0.1 0.0
C -0.2 -0.1 0.0
C -0.1 0.1 0.0
Cl 0.0 0.0 0.0
H 0.1 0.1 0.0
H 0.0 0.1 0.0
H 0.0 -0.1 0.0
H 0.1 -0.1 0.0

No. 2
Molecular formula: C14H27Cl12MgO2
Method: DFT, ωB97M-V with the def2-TZVPD basis set

As for the net charge: +1. Its energy relative to the best compared isomer or geometry (same formula, charge and spin) is 0.0 kJ/mol.

Last column: Löwdin charge in e.
CARTESIAN COORDINATES (ANGSTROEM)
Mg  1.59495  -3.48642  13.44112  0.99
C  -1.01799  -0.71021  12.78437  -0.01
C  -0.02030  -1.80897  12.99080  -0.60
O  0.17329  -2.76167  12.17289  -0.12
O  0.63745  -1.92348  14.08492  -0.19
H  -0.65588  0.21066  13.23588  0.04
H  -1.92043  -1.01464  13.31960  0.05
H  -1.24323  -0.58120  11.73050  0.05
Cl  -0.68777  1.25013  9.63117  0.66
C  -2.23944  1.97702  10.14865  -0.61
C  -3.13191  0.92203  10.78907  -0.66
Cl  -4.67111  1.66759  11.26212  0.61
H  -2.74093  2.37458  9.27082  0.07
H  -1.97506  2.77584  10.83315  0.06
H  -2.68000  0.54995  11.70415  0.01
H  -3.38120  0.15081  10.06784  0.07
Cl  0.08294  1.28266  17.05725  0.59
C  0.75133  -0.00703  16.04781  -0.70
C  1.67960  0.57123  14.99464  -0.66
Cl  3.29712  0.87560  15.69878  0.57
H  -0.06415  -0.53054  15.54347  0.01
H  1.23542  -0.75064  16.67494  0.04
H  1.28877  1.49636  14.57904  0.06
H  1.82574  -0.10563  14.15277  0.04
Cl  1.10550  -3.63801  16.76538  0.61
C  -0.56197  -4.35648  16.66109  -0.59
C  -1.50856  -3.23508  16.33433  -0.69
Cl  -3.16400  -3.93574  16.17081  0.57
H  -0.80253  -4.83537  17.60529  0.08
H  -0.54916  -5.11010  15.87789  0.01
H  -1.29628  -2.79264  15.36944  0.02
H  -1.54387  -2.51595  17.14653  0.07
Cl  0.68734  -4.01291  7.78591  0.56
C  -0.11968  -2.55665  8.48584  -0.60
C  0.75674  -1.32134  8.31413  -0.68
Cl  2.38577  -1.56950  8.97736  0.54
H  -0.25226  -2.71236  9.55281  0.03
H  -1.06877  -2.42878  7.97524  0.08
H  0.32511  -0.51267  8.91114  -0.08
H  0.83954  -0.86828  7.32936  0.08
Cl  -0.88448  -5.78603  13.26710  0.60
C  -0.72852  -6.49664  11.61632  -0.56
C  0.03844  -5.58063  10.66739  -0.62
Cl  1.62402  -5.26474  11.37391  0.66
H  -1.75195  -6.62075  11.27768  0.09
H  -0.17995  -7.42724  11.72080  0.08
H  -0.54075  -4.69646  10.41610  0.06
H  0.21249  -6.06770  9.71010  0.06
Cl  -2.97410  -0.38778  15.51556  0.64
C  -3.51119  1.26361  15.92319  -0.62
C  -3.47979  2.17083  14.72596  -0.63
Cl  -1.82147  2.32116  14.11057  0.61
H  -2.82633  1.62184  16.69204  0.04
H  -4.49440  1.24776  16.39062  0.09
H  -3.89980  3.14446  14.97162  0.09
H  -4.10908  1.75693  13.93913  0.02

Cartesian forces, eV/Å:
Mg -1.3 -0.4 -0.6
C 0.7 -0.7 0.0
C -0.1 -1.1 -0.2
O -0.1 0.6 -0.6
O 0.2 0.3 0.3
H -0.1 -0.1 -0.1
H 0.0 0.1 -0.1
H 0.3 -0.2 0.1
Cl -0.3 0.3 0.2
C -0.4 0.0 0.0
C 0.3 0.5 0.0
Cl -0.3 0.2 0.0
H 0.2 0.1 -0.1
H -0.2 0.0 0.1
H -0.3 -0.1 -0.3
H 0.2 -0.2 0.1
Cl 0.0 0.0 0.4
C -0.3 -0.2 -0.7
C 0.2 -0.1 0.0
Cl 0.0 0.1 -0.1
H 0.0 0.5 0.3
H 0.2 0.2 0.1
H 0.0 0.2 0.2
H 0.0 0.0 0.4
Cl 0.0 -0.4 -0.3
C 0.1 0.0 -0.2
C -0.7 -0.5 0.1
Cl 0.3 0.0 0.1
H 0.2 0.1 0.1
H 0.1 0.0 0.1
H 0.2 0.3 0.1
H 0.0 0.2 -0.2
Cl -0.4 0.2 0.1
C 0.9 0.3 -0.4
C -0.4 0.6 0.5
Cl 0.2 0.0 0.1
H -0.1 -0.2 0.0
H -0.1 0.0 0.0
H 0.1 -0.7 -0.1
H 0.1 -0.7 -0.3
Cl 0.1 0.1 0.0
C 0.4 0.4 -0.1
C -1.4 -0.5 0.1
Cl 1.2 0.4 0.1
H 0.1 -0.3 -0.1
H -0.3 -0.2 0.1
H 0.5 0.4 0.5
H 0.2 -0.2 0.2
Cl -0.4 0.0 0.2
C 0.4 0.5 0.7
C -0.7 -0.5 -0.1
Cl 0.0 0.5 -0.2
H 0.1 -0.1 -0.1
H -0.1 -0.3 -0.3
H 0.4 0.1 0.1
H 0.2 0.0 -0.1

No. 3
Molecular formula: C14H27F11N2O5PS2TeZn
Method: DFT, ωB97M-V with the def2-TZVPD basis set

As for the net charge: -1. Its energy relative to the best compared isomer or geometry (same formula, charge and spin) is 9.5 kJ/mol.

Last column: Löwdin charge in e.
CARTESIAN COORDINATES (ANGSTROEM)
Zn  1.04074  0.16494  1.24169  0.66
F  6.45646  -0.17653  2.59680  0.14
C  5.38730  -0.80223  2.10806  -0.68
F  5.77899  -1.60407  1.11591  0.14
F  4.85119  -1.55022  3.07059  0.14
S  4.16773  0.42028  1.46469  0.62
O  3.06929  -0.45574  1.05242  -0.33
O  4.87216  1.13615  0.46259  -0.23
N  3.87116  1.27711  2.75274  -0.27
S  2.53553  1.21476  3.58124  0.60
O  1.77174  2.41372  3.65076  -0.25
O  1.78184  -0.01764  3.34043  -0.32
C  3.24328  1.00784  5.26864  -0.68
F  2.24770  0.97388  6.15627  0.14
F  4.04309  2.02689  5.56141  0.15
F  3.93505  -0.12572  5.36310  0.14
C  -2.92685  -2.38423  0.98982  -0.11
C  -2.39217  -2.29104  -0.45098  -0.59
C  -3.56267  -2.44950  -1.42649  -0.09
C  -1.45979  -3.50120  -0.61931  -0.11
P  -1.33279  -0.71492  -0.59961  0.84
N  -0.51710  -0.62903  0.71415  -0.32
C  -0.26297  -0.85862  -2.16436  -0.59
C  0.29607  0.52972  -2.51165  -0.09
C  0.96251  -1.73443  -1.85735  -0.09
C  -0.95970  -1.41886  -3.40997  -0.09
C  -2.50142  0.75441  -0.83259  -0.59
C  -1.72267  2.04263  -0.53995  -0.11
C  -3.18588  0.88248  -2.19737  -0.08
C  -3.58747  0.67372  0.25246  -0.10
H  -3.21428  -3.42144  1.18749  0.08
H  -3.80617  -1.76691  1.15352  0.06
H  -2.15341  -2.09044  1.69866  0.06
H  -4.01253  -3.43595  -1.27018  0.08
H  -3.25725  -2.39228  -2.47026  0.06
H  -4.34521  -1.71112  -1.25861  0.06
H  -2.00316  -4.40135  -0.31738  0.08
H  -0.58004  -3.40395  0.01745  0.08
H  -1.14102  -3.64741  -1.64951  0.05
H  0.73995  1.03403  -1.65373  0.05
H  -0.45464  1.18932  -2.94281  0.07
H  1.08472  0.40560  -3.25931  0.09
H  1.47806  -1.40501  -0.95623  0.05
H  1.66281  -1.64384  -2.69248  0.09
H  0.72158  -2.78711  -1.73945  0.06
H  -1.85608  -0.86243  -3.67955  0.06
H  -1.22750  -2.46923  -3.30291  0.06
H  -0.26504  -1.34710  -4.25320  0.09
H  -1.01407  2.31306  -1.31731  0.05
H  -1.17547  1.97125  0.39808  0.06
H  -2.43495  2.86756  -0.44486  0.09
H  -2.48063  1.12169  -2.99141  0.06
H  -3.89966  1.71114  -2.14423  0.09
H  -3.74085  -0.00917  -2.48644  0.06
H  -3.14964  0.47692  1.23155  0.08
H  -4.34235  -0.08141  0.04064  0.06
H  -4.09637  1.64036  0.29898  0.08
F  0.29128  4.36815  0.96670  -0.37
Te  1.86667  3.78045  0.14302  1.78
F  2.02338  5.59081  -0.33057  -0.38
F  3.53326  3.57683  -0.64707  -0.36
F  2.81142  4.29448  1.65859  -0.36
F  1.09424  3.67488  -1.56693  -0.37
O  1.44263  2.05511  0.44563  -0.61

Cartesian forces, eV/Å:
Zn 0.1 0.3 -0.2
F 0.0 0.0 0.0
C 0.0 0.0 0.0
F 0.0 0.0 0.0
F 0.0 0.0 0.0
S 0.1 -0.3 0.4
O -0.1 0.3 -0.1
O 0.0 0.1 0.0
N -0.3 0.2 -0.4
S 0.1 -0.4 0.3
O 0.3 0.1 -0.1
O -0.2 0.4 -0.2
C -0.1 -0.1 0.0
F 0.0 0.0 0.0
F 0.0 0.0 0.0
F 0.0 0.0 0.0
C 0.0 0.0 0.0
C 0.0 0.0 0.0
C 0.0 0.0 0.0
C 0.0 0.0 0.0
P 0.1 -0.2 0.2
N 0.0 0.0 -0.1
C 0.0 0.0 0.0
C 0.0 0.0 0.0
C 0.0 0.0 0.0
C 0.0 0.0 0.0
C -0.1 0.0 0.0
C 0.0 0.1 0.0
C 0.0 0.0 0.0
C 0.0 0.0 0.0
H 0.0 0.0 0.0
H 0.0 0.0 0.0
H 0.0 0.0 0.0
H 0.0 0.0 0.0
H 0.0 0.0 0.0
H 0.0 0.0 0.0
H 0.0 0.0 0.0
H 0.0 0.0 0.0
H 0.0 0.0 0.0
H 0.0 0.0 0.0
H 0.0 0.0 0.0
H 0.0 0.0 0.0
H 0.0 0.0 0.0
H 0.0 0.0 0.0
H 0.0 0.0 0.0
H 0.0 0.0 0.0
H 0.0 0.0 0.0
H 0.0 0.0 0.0
H 0.0 0.0 0.0
H 0.0 0.0 0.0
H 0.0 0.0 0.0
H 0.0 0.0 0.0
H 0.0 0.0 0.0
H 0.0 0.0 0.0
H 0.0 0.0 0.0
H 0.0 0.0 0.0
H 0.0 0.0 0.0
F 0.0 -0.1 -0.2
Te -0.5 0.5 -0.2
F 0.1 -0.1 0.0
F 0.0 -0.3 -0.1
F -0.1 -0.4 0.2
F -0.1 0.0 0.1
O 0.7 -0.2 0.5

No. 4
Molecular formula: C14H27N4O4S2
Method: DFT, ωB97M-V with the def2-TZVPD basis set

As for the net charge: +1.

Last column: Löwdin charge in e.
CARTESIAN COORDINATES (ANGSTROEM)
C  5.84850  -2.32539  -2.34633  -0.09
C  4.73853  -1.48594  -2.95908  -0.24
N  3.62020  -1.18645  -2.04885  0.03
N  2.53583  -2.06744  -2.14875  -0.07
N  2.80127  -3.36404  -2.30640  0.16
C  1.79222  -4.17002  -2.42354  -0.07
C  0.45231  -3.72683  -2.38598  0.03
C  0.21184  -2.40246  -2.24234  0.04
C  1.30716  -1.53203  -2.11369  -0.25
N  1.17982  -0.19535  -1.90369  0.19
H  6.73144  -2.30786  -2.97868  0.08
H  5.53243  -3.36418  -2.26350  0.06
H  6.08469  -1.98232  -1.34024  0.08
H  5.15066  -0.51646  -3.23924  0.11
H  4.35747  -1.92754  -3.87646  0.12
H  3.91514  -1.16828  -1.07798  0.15
H  2.01574  -5.21912  -2.54715  0.13
H  -0.35881  -4.43408  -2.47162  0.13
H  -0.79024  -2.00212  -2.18486  0.12
H  0.20726  0.08779  -1.94370  0.12
H  1.73970  0.37523  -2.52677  0.13
C  -1.58838  -2.19592  3.06862  -0.21
C  -0.37864  -1.28003  2.83226  -0.20
C  -0.34611  -0.94097  1.33647  -0.22
S  -2.05492  -1.02288  0.77398  0.67
O  -2.18170  -2.09855  -0.18861  -0.34
O  -2.49331  0.30357  0.43230  -0.32
C  -2.75414  -1.54160  2.33407  -0.22
H  -1.80698  -2.31094  4.12809  0.12
H  -1.39726  -3.18869  2.65551  0.12
H  -0.49393  -0.36211  3.41034  0.12
H  0.55185  -1.74995  3.14549  0.12
H  0.02869  0.06257  1.13884  0.09
H  0.22146  -1.67594  0.76548  0.09
H  -3.59306  -2.20617  2.14108  0.11
H  -3.09461  -0.64299  2.84783  0.11
C  -3.81448  4.46587  1.22591  -0.21
C  -2.84469  5.58556  0.82450  -0.21
C  -1.48945  5.26817  1.47070  -0.21
S  -1.41916  3.47615  1.62861  0.66
O  -1.38570  3.12726  3.02812  -0.32
O  -0.42370  2.93871  0.72795  -0.35
C  -3.06324  3.15875  0.99790  -0.25
H  -4.73623  4.49838  0.64802  0.12
H  -4.07561  4.56503  2.28154  0.12
H  -2.73996  5.60800  -0.26169  0.12
H  -3.20425  6.56357  1.13868  0.12
H  -0.64613  5.59043  0.86582  0.10
H  -1.40634  5.68298  2.47307  0.11
H  -3.47854  2.30398  1.52039  0.09
H  -2.96465  2.93267  -0.06238  0.10

Cartesian forces, eV/Å:
C -0.5 -0.5 -0.1
C 0.6 0.3 0.0
N -0.2 0.0 -0.3
N 0.2 -0.1 -0.1
N 0.1 0.1 0.0
C -0.3 -0.2 0.0
C 0.0 0.0 0.0
C -0.3 -0.1 0.3
C 0.3 0.3 0.0
N -0.7 -0.2 -0.7
H 0.1 0.2 0.1
H 0.0 0.0 0.1
H 0.2 0.2 0.0
H -0.1 0.1 0.0
H -0.2 -0.1 0.0
H 0.0 0.0 0.0
H 0.2 0.0 0.0
H 0.0 0.0 0.0
H -0.1 0.0 0.0
H 0.0 0.1 0.1
H 0.5 0.1 0.5
C 0.1 0.0 -0.1
C -0.1 0.0 0.0
C 0.2 0.0 0.2
S 0.3 0.0 0.4
O 0.1 0.1 -0.1
O -0.2 0.0 -0.3
C -0.1 -0.1 0.1
H 0.0 0.0 0.0
H 0.0 0.0 0.0
H 0.0 0.0 0.0
H 0.0 0.0 0.0
H -0.1 0.0 -0.1
H -0.1 0.0 0.0
H 0.0 0.0 -0.1
H 0.0 0.0 0.0
C 0.1 0.1 0.1
C 0.0 -0.1 0.0
C -0.1 0.2 -0.1
S -0.2 0.0 -0.1
O 0.1 -0.1 0.0
O 0.1 -0.1 0.1
C -0.2 0.2 -0.1
H 0.0 0.0 0.0
H 0.0 0.0 0.0
H 0.0 0.0 0.0
H 0.0 0.0 0.0
H 0.1 0.0 0.1
H 0.0 -0.1 0.0
H 0.1 0.0 0.0
H 0.0 -0.1 0.0

For each record above, in turn, the calculated Kohn-Sham gap values are 8.120, 7.387, 8.072, 8.037 eV.
For each record above, in turn, the calculated M values are 796.870, 677.109, 800.455, 379.528 u.
For each record above, in turn, the calculated electronic energy values are -242445.579, -174761.817, -144740.770, -50769.127 eV.